(1)
{
  "formula": "S2",
  "method": "wB97M-V/def2-TZVPD",
  "species": ["S", "S"],
  "xyz": [[-0.474, 0.490, 1.572], [0.474, -0.490, -1.572]],
  "forces_ev_per_angstrom": [[0.66, -0.68, -2.17], [-0.66, 0.68, 2.17]],
  "lumo_ha": [0.0561, 0.0525],
  "energy_ev": -21666.9508,
  "fmax_ev_per_a": 2.4,
  "gap_ev": [5.77, 4.31],
  "total_charge": -1,
  "multiplicity": 2,
  "s_squared": 0.7599
}

---

(2)
{
  "formula": "C3H8FN",
  "method": "wB97M-V/def2-TZVPD",
  "species": ["C", "N", "C", "C", "F", "H", "H", "H", "H", "H", "H", "H", "H"],
  "xyz": [[-1.163, 0.272, 1.442], [0.020, 0.584, 0.644], [0.304, -0.538, -0.259], [0.796, -0.028, -1.580], [2.170, -0.221, -1.746], [-1.491, 1.191, 1.852], [-1.952, -0.189, 0.857], [-0.943, -0.332, 2.360], [0.833, 1.135, 0.910], [1.054, -1.211, 0.102], [-0.638, -1.147, -0.406], [0.725, 1.031, -1.728], [0.285, -0.545, -2.449]],
  "forces_ev_per_angstrom": [[1.83, 0.44, 1.67], [-1.11, -1.63, -1.45], [-0.77, 0.77, -0.15], [-0.09, -0.79, -2.09], [0.43, -0.55, 0.17], [-0.87, 1.04, 0.36], [0.15, 0.07, -0.14], [-0.20, -0.15, -0.75], [-0.75, -0.41, 0.61], [0.56, -0.69, 0.42], [1.02, 0.82, 0.18], [-0.79, 0.63, 0.28], [0.60, 0.47, 0.88]],
  "smiles": "CNCCF",
  "lumo_ha": 0.0436,
  "energy_ev": -7447.2031,
  "fmax_ev_per_a": 2.5,
  "gap_ev": 9.76
}

---

(3)
{
  "formula": "C10H30O10",
  "method": "wB97M-V/def2-TZVPD",
  "species": ["O", "C", "C", "O", "H", "H", "H", "H", "H", "H", "O", "C", "C", "O", "H", "H", "H", "H", "H", "H", "O", "C", "C", "O", "H", "H", "H", "H", "H", "H", "O", "C", "C", "O", "H", "H", "H", "H", "H", "H", "O", "C", "C", "O", "H", "H", "H", "H", "H", "H"],
  "xyz": [[-2.699, 2.008, 0.911], [-2.022, 2.776, 1.888], [-1.293, 3.994, 1.232], [-0.683, 4.766, 2.268], [-2.314, 1.135, 1.016], [-2.755, 3.037, 2.651], [-1.283, 2.139, 2.374], [-1.949, 4.584, 0.591], [-0.619, 3.591, 0.477], [-0.402, 5.612, 1.913], [-0.678, -1.642, 4.058], [-0.901, -0.864, 5.229], [-0.574, 0.610, 4.879], [0.674, 0.681, 4.125], [0.200, -2.032, 4.048], [-1.920, -1.015, 5.587], [-0.275, -1.316, 5.999], [-0.514, 1.167, 5.814], [-1.341, 1.030, 4.227], [0.571, 0.328, 3.238], [1.327, -0.144, 1.211], [1.474, 1.090, 0.534], [0.507, 0.947, -0.660], [0.874, -0.090, -1.535], [1.821, -0.877, 0.837], [1.411, 1.960, 1.187], [2.444, 1.166, 0.042], [0.625, 1.832, -1.285], [-0.546, 0.986, -0.381], [0.928, -0.862, -0.967], [1.841, -0.063, -4.248], [0.633, -0.482, -4.931], [-0.257, 0.741, -5.231], [-0.003, 1.252, -6.536], [1.738, -0.064, -3.294], [0.863, -1.044, -5.837], [0.109, -1.204, -4.306], [-0.206, 1.504, -4.454], [-1.320, 0.508, -5.276], [-0.495, 2.076, -6.574], [1.048, -2.475, -0.323], [1.505, -3.448, -1.277], [0.339, -4.421, -1.563], [0.175, -5.187, -0.434], [0.505, -2.902, 0.344], [1.806, -2.983, -2.216], [2.363, -3.936, -0.813], [0.595, -5.078, -2.394], [-0.592, -3.907, -1.802], [-0.735, -5.481, -0.343]],
  "forces_ev_per_angstrom": [[0.27, -0.27, -0.26], [0.34, 0.80, -0.09], [-0.67, -0.66, 0.33], [-0.15, -0.50, -0.45], [-0.35, -0.22, -0.41], [0.15, 0.59, 0.05], [0.30, 0.25, 0.12], [-0.62, 0.19, 0.45], [0.75, -0.20, 0.30], [0.01, 0.00, -0.07], [-0.88, -0.43, -0.55], [0.92, -0.10, -0.56], [0.74, -1.13, -0.82], [-0.48, 0.49, 1.68], [0.02, 0.28, 0.27], [-0.21, 0.21, -0.34], [0.28, 0.64, 0.34], [0.36, 0.33, -0.29], [-0.36, -0.05, 0.33], [-0.30, -0.33, -0.17], [-0.08, 0.17, 1.81], [-0.04, -1.36, -2.06], [0.39, 2.86, -0.55], [-0.09, 0.09, 0.54], [0.21, 0.20, -0.27], [-0.67, -0.26, 0.14], [0.40, -0.09, 0.23], [-0.05, 0.42, 0.03], [-0.12, -0.68, 0.23], [-0.12, -0.94, -0.12], [-0.04, -0.47, -1.44], [0.18, 1.00, 1.26], [-0.82, -0.74, -0.49], [0.66, 0.34, 0.15], [-0.62, -0.06, 0.25], [0.36, 0.45, -0.17], [-0.30, 0.15, 0.22], [0.67, 0.02, 0.11], [-0.22, -0.79, 0.47], [0.08, 0.12, -0.32], [0.44, 0.32, -0.43], [-1.26, -0.43, 0.21], [1.11, 0.44, -0.98], [-0.36, -0.87, 1.92], [-0.07, -0.30, 0.08], [-0.01, 0.45, 0.25], [-0.04, -0.45, -0.34], [0.13, 0.12, -0.38], [0.17, 0.48, -0.20], [0.02, -0.06, -0.04]],
  "smiles": "OCCO.OCCO.OCCO.OCCO.OCCO",
  "lumo_ha": 0.0103,
  "energy_ev": -31328.0097,
  "fmax_ev_per_a": 2.9,
  "gap_ev": 9.98
}

---

(4)
{
  "formula": "C2H5Cl3N3",
  "method": "wB97M-V/def2-TZVPD",
  "species": ["C", "C", "N", "N", "N", "Cl", "Cl", "Cl", "H", "H", "H", "H", "H"],
  "xyz": [[-0.355, -0.441, -0.017], [2.071, 0.249, 0.071], [-0.343, -1.656, -0.147], [0.607, 0.508, 0.011], [-1.953, 0.422, -0.007], [2.334, -1.040, -1.062], [2.878, 1.759, -0.433], [2.496, -0.256, 1.780], [-0.979, -2.422, -0.273], [0.395, 1.448, 0.033], [-2.599, -0.362, -0.428], [-2.425, 0.524, 1.004], [-2.128, 1.267, -0.533]],
  "forces_ev_per_angstrom": [[0.34, -0.74, -0.51], [-4.85, -6.03, 2.24], [0.08, 1.62, 0.44], [0.45, -2.38, 0.30], [-2.81, -2.91, 2.06], [1.15, -0.18, -0.61], [3.24, 5.40, -1.83], [0.13, 0.30, -0.32], [-0.26, 0.23, 0.14], [-0.87, 2.27, 0.21], [1.57, 1.97, 0.66], [1.69, 0.03, -2.58], [0.14, 0.42, -0.21]],
  "lumo_ha": [-0.1406, -0.3192],
  "energy_ev": -44178.0420,
  "fmax_ev_per_a": 8.1,
  "gap_ev": [5.41, 5.81],
  "total_charge": 1,
  "multiplicity": 3,
  "s_squared": 2.0070
}

---

(5)
{
  "formula": "C5H5NO",
  "method": "wB97M-V/def2-TZVPD",
  "species": ["N", "C", "C", "O", "C", "C", "C", "H", "H", "H", "H", "H"],
  "xyz": [[-2.800, -0.300, -1.486], [-1.949, 0.100, -0.800], [-0.752, 0.725, -0.185], [-0.450, 0.646, 1.230], [0.906, 0.265, 0.898], [0.796, -1.108, 0.373], [0.571, 0.086, -0.544], [-0.793, 1.792, -0.413], [1.740, 0.781, 1.355], [1.669, -1.730, 0.202], [-0.075, -1.590, 0.807], [1.138, 0.333, -1.434]],
  "forces_ev_per_angstrom": [[1.33, 0.56, 1.28], [-1.14, -0.48, -0.61], [-0.03, 0.22, -0.27], [-0.14, 0.10, -0.08], [0.15, 0.16, 0.27], [-0.05, -0.15, 0.02], [0.01, 0.09, -0.22], [0.00, -0.05, -0.34], [-0.17, -0.12, 0.17], [-0.06, 0.28, -0.05], [0.10, -0.37, -0.39], [-0.01, -0.25, 0.22]],
  "lumo_ha": 0.0313,
  "energy_ev": -8800.5596,
  "fmax_ev_per_a": 1.9,
  "gap_ev": 11.14
}

---

(6)
{
  "formula": "C4H14N2O",
  "method": "wB97M-V/def2-TZVPD",
  "species": ["C", "C", "C", "C", "N", "N", "H", "H", "H", "H", "H", "H", "H", "H", "H", "H", "H", "H", "H", "H", "O"],
  "xyz": [[0.970, -1.048, -1.263], [-0.576, -0.939, -1.000], [-1.230, -0.129, 0.202], [-0.021, -1.340, 1.955], [-0.487, -0.036, 1.436], [1.650, 0.239, -1.090], [1.397, -1.806, -0.609], [0.960, -1.340, -2.324], [-1.163, -1.874, -0.918], [-0.833, -0.403, -1.921], [-1.421, 0.907, -0.085], [-2.179, -0.655, 0.398], [0.619, -1.091, 2.806], [0.446, -1.902, 1.148], [-0.871, -1.915, 2.307], [-0.864, 0.589, 2.149], [1.393, 0.852, -1.857], [1.286, 0.694, -0.259], [-0.072, 2.947, 0.571], [-0.170, 1.786, -0.317], [-0.199, 2.764, -0.380]],
  "forces_ev_per_angstrom": [[-1.68, 0.24, 0.65], [-0.37, 0.74, 0.66], [0.26, -0.19, 0.12], [-0.88, 1.67, 0.09], [1.68, -1.01, -0.71], [0.01, -0.30, -0.39], [0.39, -0.04, -0.29], [0.81, -0.21, 0.37], [0.91, -0.13, -0.69], [-0.88, -0.09, 0.15], [-0.71, -0.39, -0.14], [-0.25, 0.30, -0.31], [0.29, -0.48, -0.11], [0.28, 0.04, 0.35], [-0.24, -0.53, 0.20], [-0.24, -0.16, -0.16], [0.05, 0.05, -0.01], [0.30, -0.21, 0.25], [-0.09, 0.46, -0.09], [0.01, 0.88, -0.46], [0.33, -0.65, 0.52]],
  "lumo_ha": [0.1442, 0.1372],
  "energy_ev": -9400.3131,
  "fmax_ev_per_a": 2.1,
  "gap_ev": [2.78, 8.58],
  "total_charge": -1,
  "multiplicity": 2,
  "s_squared": 0.7505
}

---

(7)
{
  "formula": "CHN3O",
  "method": "wB97M-V/def2-TZVPD",
  "species": ["H", "N", "N", "N", "C", "O"],
  "xyz": [[1.462, 1.453, -1.033], [0.718, 0.975, -0.517], [0.887, -0.260, -0.587], [-0.055, -0.923, 0.070], [-1.029, -0.616, 0.713], [-1.984, -0.629, 1.355]],
  "forces_ev_per_angstrom": [[0.16, -0.44, -0.10], [-0.08, -0.44, 0.07], [0.92, 2.17, -0.69], [0.22, -1.45, -0.10], [-0.65, -0.28, 0.44], [-0.58, 0.43, 0.37]],
  "smiles": "[H]/N=N/N=C=O",
  "lumo_ha": -0.0012,
  "energy_ev": -7568.4481,
  "fmax_ev_per_a": 2.5,
  "gap_ev": 10.62
}